[1]
{
  "formula": "C31H40N2O3P2SV",
  "method": "ωB97M-V with the def2-TZVPD basis set",
  "species": ["V", "S", "P", "P", "O", "O", "O", "N", "N", "C", "C", "C", "C", "C", "C", "C", "C", "C", "C", "C", "C", "C", "C", "C", "C", "C", "C", "C", "C", "C", "C", "C", "C", "C", "C", "C", "C", "C", "C", "C", "H", "H", "H", "H", "H", "H", "H", "H", "H", "H", "H", "H", "H", "H", "H", "H", "H", "H", "H", "H", "H", "H", "H", "H", "H", "H", "H", "H", "H", "H", "H", "H", "H", "H", "H", "H", "H", "H", "H", "H"],
  "coordinates": [[-0.211, 0.158, 0.456], [-1.442, 1.519, 2.915], [-1.635, -1.510, -0.711], [1.933, 0.514, -0.686], [-0.543, 2.368, 2.151], [0.615, -1.213, 2.027], [-2.800, 1.893, 3.097], [-1.243, 0.030, 2.188], [-0.861, 1.325, -0.866], [-0.140, -0.563, 2.770], [0.516, 4.661, -1.923], [-0.641, 1.042, 4.404], [0.876, -0.038, 6.404], [-3.695, -0.553, -2.365], [-0.362, -3.920, -1.342], [-4.049, -2.938, -0.030], [-0.749, -2.352, -3.263], [4.612, 1.403, -0.029], [-2.558, -0.247, -1.624], [0.023, 2.395, -1.259], [2.770, 1.715, 1.642], [3.376, -0.060, -3.093], [0.079, -0.120, 4.170], [2.275, 3.053, -1.877], [-0.383, 3.713, -1.457], [0.143, 1.122, 6.625], [-2.111, -3.105, 1.549], [0.859, -0.675, 5.165], [3.114, -1.881, -1.354], [-4.477, 0.440, -2.926], [-2.971, 2.087, -2.003], [2.493, -0.636, -1.988], [-0.635, 1.692, 5.617], [1.393, 2.087, -1.395], [1.837, 4.331, -2.174], [-4.123, 1.759, -2.706], [3.295, 0.839, 0.503], [-2.134, 1.091, -1.503], [-2.821, -2.216, 0.517], [-1.284, -2.847, -1.922], [2.525, 5.070, -2.560], [-3.158, -1.314, 1.032], [1.961, 1.248, 2.204], [1.464, -0.452, 7.211], [-4.623, -3.324, 0.815], [-1.072, -2.834, 1.738], [3.486, -0.165, 0.901], [-4.709, -2.286, -0.597], [-1.202, 2.597, 5.783], [-4.737, 2.559, -3.097], [4.130, -1.673, -1.013], [0.170, 5.675, -2.077], [5.358, 1.347, 0.766], [0.316, -2.124, -3.207], [2.949, 0.837, -3.542], [0.174, 1.591, 7.599], [3.579, 1.913, 2.347], [-0.169, -4.679, -2.102], [4.380, 0.174, -2.741], [3.316, 2.800, -2.021], [-3.968, -1.590, -2.519], [-3.786, -3.800, -0.647], [3.479, -0.803, -3.886], [-0.778, -4.424, -0.472], [2.548, -2.258, -0.498], [3.176, -2.683, -2.092], [-2.745, 3.126, -1.882], [1.425, -1.581, 4.992], [0.601, -3.491, -1.055], [4.512, 2.455, -0.297], [2.410, 2.679, 1.275], [1.541, -0.913, -2.450], [-5.353, 0.190, -3.508], [-0.855, -3.150, -4.000], [5.008, 0.865, -0.888], [-1.273, -1.476, -3.644], [-2.121, -4.148, 1.231], [-2.652, -3.056, 2.495], [-1.375, 4.028, -1.197], [-2.272, -3.286, -2.103]],
  "mulliken_spin": [2.07, 0.02, 0.02, 0.00, 0.01, 0.00, 0.00, 0.02, -0.14, -0.01, 0.01, 0.00, 0.00, 0.01, 0.00, 0.00, 0.01, 0.00, -0.03, 0.02, 0.03, 0.00, -0.01, 0.01, -0.02, 0.00, 0.01, 0.00, 0.00, -0.01, -0.01, -0.01, 0.00, -0.03, -0.01, 0.01, -0.03, 0.02, 0.01, 0.01, 0.00, 0.00, 0.00, 0.00, 0.00, 0.00, 0.00, 0.00, 0.00, 0.00, 0.00, 0.00, 0.00, 0.00, 0.00, 0.00, 0.00, 0.00, 0.00, 0.00, 0.00, 0.00, 0.00, 0.00, 0.00, 0.00, 0.00, 0.00, 0.00, 0.00, 0.00, 0.03, 0.00, 0.00, 0.00, 0.00, 0.00, 0.00, 0.00, 0.00],
  "lumo_ha": [-0.1136, -0.1095],
  "s2": 2.04,
  "molar_mass_da": 633.6,
  "charge": 1,
  "homo_energy_ha": [-0.3940, -0.3951],
  "multiplicity": 3
}

=====

[2]
{
  "formula": "C31H40N5OOsS3",
  "method": "ωB97M-V with the def2-TZVPD basis set",
  "species": ["Os", "S", "S", "S", "O", "N", "N", "N", "N", "N", "C", "C", "C", "C", "C", "C", "C", "C", "C", "C", "C", "C", "C", "C", "C", "C", "C", "C", "C", "C", "C", "C", "C", "C", "C", "C", "C", "C", "C", "C", "C", "H", "H", "H", "H", "H", "H", "H", "H", "H", "H", "H", "H", "H", "H", "H", "H", "H", "H", "H", "H", "H", "H", "H", "H", "H", "H", "H", "H", "H", "H", "H", "H", "H", "H", "H", "H", "H", "H", "H", "H"],
  "coordinates": [[0.548, -0.561, -0.439], [-1.922, 0.249, -0.859], [0.521, -0.079, 2.830], [-0.628, -2.439, 0.627], [0.464, 0.621, 1.462], [1.056, 0.272, -1.822], [-2.598, 2.509, -1.999], [-1.045, -2.944, -1.940], [-1.406, -4.720, -0.475], [-0.760, 2.601, -0.542], [0.042, 1.270, -3.775], [0.957, 2.552, 3.508], [-2.540, 3.791, -2.687], [1.198, 3.040, -4.926], [0.969, 0.948, 5.321], [3.638, -0.725, 0.077], [-1.380, -2.945, -4.337], [3.551, 0.501, 0.979], [1.093, 1.195, -2.865], [-1.723, 1.935, -1.166], [-1.407, -3.656, -3.029], [-1.735, -5.466, -1.515], [-0.419, 4.015, -0.576], [-1.355, -1.572, 4.089], [1.248, 1.967, 6.215], [-3.497, -0.105, 3.082], [2.187, 2.049, -2.969], [2.349, -1.552, 0.010], [-3.718, -1.181, 3.933], [-1.050, -3.451, -0.682], [-2.206, 0.259, 2.743], [1.385, 3.273, 5.761], [1.239, 3.565, 4.415], [0.820, 1.258, 3.977], [2.239, 2.962, -4.011], [-1.154, -0.480, 3.259], [4.784, -1.623, 0.549], [0.098, 2.201, -4.800], [-1.764, -4.960, -2.833], [-2.653, -1.912, 4.439], [-2.045, -6.902, -1.251], [4.656, -1.878, 1.604], [2.979, 1.987, -2.235], [-1.511, 4.073, -2.889], [5.751, -1.128, 0.440], [-2.337, -7.037, -0.213], [1.250, 3.744, -5.745], [-2.012, 1.091, 2.081], [-0.361, -2.636, -4.575], [0.862, -0.072, 5.669], [-0.788, 0.582, -3.677], [-1.999, -2.047, -4.287], [0.185, 4.272, -1.447], [0.166, 4.228, 0.316], [2.210, -2.055, 0.977], [1.364, 1.742, 7.266], [1.616, 4.063, 6.462], [-2.822, -7.272, -1.918], [-3.042, 4.585, -2.134], [-1.144, -7.495, -1.430], [2.732, 1.161, 0.695], [-1.748, -3.587, -5.132], [1.353, 4.582, 4.065], [-2.060, -5.581, -3.665], [2.471, -2.345, -0.734], [3.095, 3.617, -4.104], [-0.516, -2.159, 4.440], [-3.040, 3.673, -3.646], [-1.310, 4.636, -0.545], [4.819, -2.554, -0.018], [-2.831, -2.756, 5.091], [-4.334, 0.448, 2.679], [-0.124, 1.997, -0.030], [-0.715, 2.264, -5.513], [4.480, 1.073, 0.947], [-0.734, -1.969, -2.021], [0.852, 2.754, 2.452], [-3.332, 1.880, -2.283], [3.393, 0.196, 2.019], [3.872, -0.386, -0.940], [-4.730, -1.453, 4.202]],
  "mulliken_charge": [0.31, -0.53, -0.12, -0.35, 0.26, 0.10, -0.10, 0.44, -0.52, 0.63, 0.05, -0.31, -1.08, -0.50, -0.62, 1.01, -1.38, -1.04, 0.01, 0.71, 1.32, 0.93, -1.07, -0.11, -0.70, -0.81, -0.21, -1.35, -0.47, 0.30, -0.16, -0.56, -0.67, 0.76, -0.72, 0.32, -1.67, -0.73, -1.10, -0.77, -1.27, 0.37, 0.44, 0.33, 0.43, 0.36, 0.42, 0.39, 0.33, 0.42, 0.38, 0.31, 0.33, 0.23, 0.50, 0.41, 0.40, 0.38, 0.34, 0.29, -0.08, 0.38, 0.43, 0.39, 0.51, 0.42, 0.48, 0.34, 0.46, 0.39, 0.41, 0.44, -0.55, 0.46, 0.53, -0.62, 0.33, 0.29, 0.25, 0.03, 0.41],
  "lumo_ha": [-0.0931, -0.0931],
  "molar_mass_da": 785.1,
  "charge": 1,
  "homo_energy_ha": [-0.3606, -0.3605],
  "multiplicity": 1
}

=====

One value per record, in order, for ΔE to the lowest compared entry with this formula, charge and spin: 0.347; 1.463 eV.